No. 1
Molecular formula: C25H36N8O2Ti
Method: DFT, ωB97M-V with the def2-TZVPD basis set

Last column: Mulliken charge in e.
Cartesian coordinates (Å):
H: -0.70530 0.01545 2.09400  -0.01
C: -0.71661 -0.49251 4.41126  -1.24
H: 1.91781 6.17288 -2.15820  0.42
H: -2.37345 4.30010 -0.72318  0.40
C: -2.22175 2.16490 -0.90153  -0.39
H: -0.83173 -0.58436 5.48770  0.44
C: -1.14810 -4.53243 1.02096  -0.76
N: 0.64734 -0.60236 -3.06747  0.39
H: 1.41535 -2.33439 0.70869  0.05
C: 2.35041 4.06344 -2.19894  -1.04
C: 1.04827 0.08944 2.87439  -0.04
H: -1.68605 -2.08005 -5.69021  0.40
C: -0.85736 -0.28686 -4.85179  -0.82
N: 0.23947 0.33031 1.90885  0.43
H: -3.25631 1.91843 -1.15317  0.49
H: -3.48198 -0.82011 -0.89501  0.19
C: 0.64098 5.03987 -0.86364  -0.77
H: 1.13901 -1.60381 5.71013  0.43
H: 1.03665 -2.47835 -2.36847  0.44
N: -0.53675 -1.19406 -0.43131  0.46
C: -2.16270 3.44172 -0.07967  -0.92
C: -1.14344 -2.38892 -0.10698  -0.42
C: -3.14932 -1.68965 -1.47188  -1.33
H: -2.89717 -5.75289 0.78333  0.40
H: -1.17016 -1.36425 3.92996  0.37
H: 2.17233 -0.18125 5.62726  0.33
C: 3.13546 0.39934 1.54787  0.39
H: -0.63810 -5.25563 1.64887  0.45
H: 2.46219 1.93120 -2.00427  0.45
H: -0.45358 -3.56217 -4.09152  0.44
H: 5.04495 0.80055 0.94695  0.23
C: 0.32029 3.77184 -0.37769  0.57
N: 4.46185 0.62883 1.74625  -0.41
H: -4.03170 -4.09993 -0.67449  0.40
N: 0.97814 2.67995 -0.79543  0.51
H: 2.95230 0.38754 3.56992  0.32
N: 2.41686 0.33029 2.72139  -0.06
H: 4.80613 0.95760 2.63046  0.17
C: 0.88318 -3.10827 1.26191  -1.65
H: 3.16120 4.12239 -2.91097  0.45
C: -1.02364 -1.66143 -4.94532  -0.27
H: -1.66972 0.20971 -0.48211  -0.10
C: 1.66735 -0.94455 5.02723  -1.26
H: -1.37269 0.39751 -5.50953  0.44
C: -0.80270 3.62266 0.60770  -0.51
H: 2.40663 -1.55137 4.50375  0.42
C: 0.49140 -1.93138 -3.12065  0.03
O: 1.43597 -0.10077 -2.12682  -0.64
C: -0.34225 -2.48821 -4.07088  -0.78
N: 2.60463 0.21207 0.38963  0.14
H: -0.60238 2.77037 1.25594  -0.32
H: -1.24825 0.40575 4.09680  0.40
C: -0.49802 -3.34081 0.71101  0.91
H: -2.50319 -1.31196 -2.26892  0.12
H: 1.47630 -4.02392 1.22635  0.56
N: 0.70043 -0.37476 4.09849  0.16
H: -4.03727 -2.12983 -1.92574  0.46
C: 1.97186 2.84111 -1.68237  -0.38
Ti: 0.49801 0.25414 -0.27077  0.51
C: -3.04328 -3.88980 -0.28135  -0.93
H: 0.18067 1.27563 -3.72882  0.48
O: -1.64893 1.13988 -0.10928  -0.34
C: -2.41231 -4.81793 0.53621  -0.83
H: 0.08401 5.89524 -0.50440  0.49
H: 0.85090 -2.79381 2.31197  0.17
C: -0.01275 0.22626 -3.89238  -0.13
H: -2.94048 3.41924 0.68566  0.44
H: 3.29708 0.25416 -0.35142  0.04
C: -2.43318 -2.68787 -0.60567  1.26
C: 1.66076 5.19213 -1.77972  -0.42
H: -1.66804 2.28240 -1.84165  0.15
H: -0.83552 4.51628 1.23273  0.56

The value obtained for the relative energy (zero: lowest compared OMol25 entry of this formula, charge and spin) is 44.7 kJ/mol. Its expectation value of S² is 0.757. As for the spin multiplicity: 2. The charge is +1. The LUMO energy (spin up / spin down) is -2.2 / -2.2 eV. The orbital gap (spin up / spin down) is 6.35 / 6.57 eV.

***

No. 2
Molecular formula: C5H10N2O
Method: DFT, ωB97M-V with the def2-TZVPD basis set

Last column: Mulliken charge in e.
Cartesian coordinates (Å):
N: 0.92703 -1.36707 0.61327  -0.78
O: 0.60368 1.36360 1.43842  -0.39
C: -0.16235 -0.44513 0.22019  0.83
H: -1.38828 0.85211 1.54487  0.27
H: -2.13136 -0.57841 -0.60307  0.30
C: 0.18224 0.73873 -0.67399  -0.27
H: 2.26237 1.04685 0.15787  0.32
H: -0.82285 0.21419 -2.60926  0.27
C: -1.03427 -0.88344 -0.95771  -1.04
H: -0.28961 -0.70082 2.14242  0.22
H: 1.10840 -1.81755 -0.31761  0.33
H: -0.81718 1.30867 -0.66289  0.35
H: 0.46745 -1.94249 1.30599  0.21
N: -0.19946 -0.13498 -1.82935  -0.58
C: 1.28315 1.41815 0.09096  -0.50
C: -0.38929 0.31663 1.46833  -0.31
H: -0.83586 -1.87513 -1.20789  0.48
H: 1.23618 2.48609 -0.12057  0.30

The value obtained for the relative energy (zero: lowest compared OMol25 entry of this formula, charge and spin) is 528.6 kJ/mol. The LUMO energy is 0.8 eV. The orbital gap is 9.96 eV.